Record 1
Density functional theory data (the ωB97M-V functional and the def2-TZVPD basis) for a structure of composition C42H58AsGaN3S in a non-equilibrium geometry.

Computed properties:
Relative energy (zero: lowest compared OMol25 entry of this formula, charge and spin), kcal/mol: 39.37

Geometry as ORCA input:
```
! RIJCOSX wB97M-V def2-TZVPD def2/J DEFGRID3
* xyz 1 1
Ga -0.22370 0.17480 -0.15500
C -2.22120 1.18170 -1.51050
C -1.09760 1.60290 -2.25880
C -0.37210 2.52930 -1.42670
C -1.10420 2.65390 -0.22060
C -2.25300 1.84580 -0.27060
C -3.38110 1.79710 0.72450
C -2.93350 2.35860 2.07600
C -4.54410 2.64170 0.18570
C -3.84070 0.34790 0.91990
C 0.80880 3.47150 -1.63270
C 1.51400 3.68390 -0.27830
C 1.90040 2.98700 -2.58960
C 0.27840 4.83010 -2.11480
C -0.96530 1.21320 -3.72420
C -2.12460 0.29680 -4.14660
C 0.30920 0.41510 -4.03400
C -1.06830 2.46880 -4.60330
H -3.01470 0.55810 -1.87440
H -0.89620 3.35700 0.56460
H -2.70210 3.41760 1.99580
H -2.04700 1.82960 2.43130
H -3.72430 2.24400 2.81410
H -4.22550 3.67250 0.04510
H -5.37960 2.62820 0.88240
H -4.88400 2.25780 -0.77300
H -2.99270 -0.27780 1.21690
H -4.26370 -0.05440 0.00320
H -4.59920 0.28990 1.69740
H 1.67490 2.71610 0.20460
H 0.92800 4.31590 0.38030
H 2.47540 4.17240 -0.42730
H 2.30430 2.03120 -2.24990
H 2.71450 3.71170 -2.61040
H 1.53660 2.88680 -3.60430
H -0.49180 5.19200 -1.43900
H -0.16110 4.74930 -3.10370
H 1.08490 5.56100 -2.15110
H -2.13720 -0.61500 -3.54890
H -1.99320 0.01200 -5.18840
H -3.08000 0.80550 -4.05620
H 0.21640 -0.58740 -3.60490
H 1.20350 0.87450 -3.63660
H 0.42390 0.31630 -5.11160
H -1.93110 3.05460 -4.29470
H -1.19900 2.18590 -5.64600
H -0.18840 3.09810 -4.53430
C 0.84480 -4.28390 -3.44000
As 0.28350 -2.99540 -2.06800
C 0.17870 -4.27730 -0.57940
C 2.10590 -2.18360 -1.71950
C 3.17380 -3.14010 -1.34610
C 3.31580 -3.61180 -0.04060
C 4.27500 -4.56060 0.26410
C 5.11940 -5.04650 -0.71910
C 5.01110 -4.56480 -2.01170
C 4.05290 -3.61580 -2.31870
H 1.71790 -4.84500 -3.10710
H 1.08730 -3.77310 -4.37230
H 0.03490 -4.98650 -3.63960
H 1.07630 -4.88990 -0.52920
H -0.67690 -4.93230 -0.73640
H 0.03740 -3.75660 0.36790
H 1.95590 -1.42390 -0.94340
H 2.35340 -1.67490 -2.65580
H 2.65550 -3.25890 0.74230
H 4.35730 -4.93690 1.27170
H 5.85490 -5.79680 -0.48000
H 5.67020 -4.93860 -2.77940
H 3.96130 -3.23850 -3.32870
N 1.37600 0.27450 2.45060
C 0.96060 0.14630 3.68000
C 1.08690 -1.13660 4.38550
C 0.54630 -2.27420 3.78680
C 0.68130 -3.51020 4.38980
C 1.39210 -3.63060 5.57320
C 1.96640 -2.50900 6.15270
C 1.80490 -1.26290 5.57320
C 0.38920 1.31170 4.31890
C 0.32850 2.53510 3.63270
C -0.22070 3.64640 4.23530
C -0.71250 3.56350 5.53180
C -0.65800 2.35960 6.22050
C -0.11810 1.23990 5.62140
H -0.01790 -2.16700 2.86750
H 0.23690 -4.38050 3.93300
H 1.50370 -4.59780 6.04030
H 2.54840 -2.60450 7.05640
H 2.25140 -0.38770 6.02140
H 0.69770 2.58470 2.61730
H -0.27670 4.57760 3.69000
H -1.14480 4.43370 6.00080
H -1.05440 2.28860 7.22210
H -0.09400 0.30310 6.15570
S 2.24810 -0.94910 1.71510
C 3.51650 0.07560 1.18170
N 3.66480 1.31250 1.63820
C 4.85540 1.94340 1.10340
C 5.47150 0.82600 0.23000
N 4.50750 -0.25880 0.36290
H 2.95360 1.78040 2.18130
H 5.52280 2.23960 1.91700
H 4.59410 2.83440 0.52830
H 6.45630 0.51230 0.58950
H 5.56740 1.12030 -0.81760
H 4.60820 -1.16750 -0.06150
*
```

Record 2
Density functional theory data (the ωB97M-V functional and the def2-TZVPD basis) for the ion C6H15N4O with charge +1 in a non-equilibrium geometry.

Computed properties:
SMILES: [H]/N=N/C=[NH+]/CCN(C)CCO
Relative energy (zero: lowest compared OMol25 entry of this formula, charge and spin), kcal/mol: 112.26

Geometry as ORCA input:
```
! RIJCOSX wB97M-V def2-TZVPD def2/J DEFGRID3
* xyz 1 1
C 0.82610 -2.06120 -0.71118
C -0.54559 -1.21842 -0.42281
C 2.01735 -0.20742 0.00187
C -0.56200 -0.43906 1.98356
C -0.50543 1.10796 0.17089
C -1.97940 1.44124 -0.21721
N 2.44169 2.12884 -0.38464
N 2.55769 0.93155 -0.20972
N 1.88888 -1.13289 -1.00587
N -0.23303 -0.23939 0.62478
O -2.33807 0.82815 -1.46495
H 0.87692 -2.65047 0.26306
H 0.61790 -2.85265 -1.49084
H -0.68134 -0.68570 -1.44671
H -1.51844 -1.90629 -0.20220
H 2.14219 -0.60218 0.94370
H -1.12865 0.48161 2.23455
H -1.26594 -1.36517 2.18123
H 0.35770 -0.66420 2.58619
H -0.06709 1.91651 0.79708
H 0.12500 1.18599 -0.84865
H -2.73699 0.95709 0.58757
H -2.02061 2.58075 -0.15314
H 3.44231 2.52982 -0.54450
H 1.60350 -0.71432 -1.84800
H -3.31463 0.64986 -1.42405
*
```

Record 3
Density functional theory data (the ωB97M-V functional and the def2-TZVPD basis) for a structure of composition C23H34N9O2ReS in a non-equilibrium geometry.

Computed properties:
Expectation value of S²: 3.7919
Relative energy (zero: lowest compared OMol25 entry of this formula, charge and spin), kcal/mol: 11.61

Geometry as ORCA input:
```
! RIJCOSX wB97M-V def2-TZVPD def2/J DEFGRID3
* xyz 1 4
Re 0.18006 -0.13248 -1.07321
S 2.35829 0.17536 -1.73631
C 2.46755 1.90575 -1.32782
N 3.60956 2.61304 -1.60704
N 4.75544 1.94691 -1.74089
C 5.35491 1.04874 -0.82717
C 4.96899 1.02062 0.50501
C 5.63813 0.18380 1.38578
C 6.68318 -0.61553 0.94912
C 7.06949 -0.56888 -0.38520
C 6.41164 0.26134 -1.27404
N 1.40771 2.57925 -1.02862
N 0.22698 1.88883 -1.06028
C -0.87375 2.75795 -1.24575
C -2.15529 2.34140 -0.89634
C -3.26180 3.15623 -1.09891
C -3.10160 4.42667 -1.62666
C -1.81952 4.85997 -1.94714
C -0.71612 4.04433 -1.76773
H 5.38137 2.38657 -2.39987
H 4.18382 1.68082 0.84993
H 5.34685 0.17028 2.42798
H 7.20533 -1.25877 1.64417
H 7.88691 -1.18456 -0.73595
H 6.70709 0.29759 -2.31567
H -2.27142 1.37645 -0.43391
H -4.25127 2.79782 -0.83620
H -3.95617 5.06964 -1.78560
H -1.67595 5.85230 -2.35410
H 0.27313 4.38515 -2.03396
N -2.16690 -0.57175 -1.82455
C -2.36113 -2.01284 -2.07883
C -3.53901 -2.62741 -1.31709
C -3.32700 -2.99529 0.14572
C -2.88786 -1.86085 1.05311
N -3.93594 -0.82121 1.11178
C -3.76515 0.38038 1.66160
N -2.55062 0.77695 2.02276
N -4.81668 1.18561 1.84740
C -1.04370 -2.75263 -1.85113
O -1.00145 -3.94604 -1.72808
O 0.01212 -1.95649 -1.84810
H -2.95765 -0.19096 -1.32043
H -2.13586 -0.05928 -2.70243
H -2.57405 -2.16407 -3.14075
H -3.78105 -3.54880 -1.84670
H -4.41329 -1.97893 -1.43877
H -2.58480 -3.79036 0.21456
H -4.25771 -3.42189 0.53396
H -1.95923 -1.41308 0.69963
H -2.70502 -2.23578 2.06230
H -4.88710 -1.14301 1.00827
H -1.69245 0.30495 1.63670
H -2.41708 1.72825 2.32709
H -5.75536 0.86635 1.68454
H -4.69895 2.10856 2.22777
C 2.32584 -1.14392 1.61486
C 0.83326 -1.42650 1.60788
C 0.26887 -1.12621 2.99884
C 0.57719 -2.89458 1.26057
N 0.10342 -0.54189 0.66386
H 2.78007 -1.62498 2.48230
H 2.50334 -0.07191 1.68168
H 2.81760 -1.51811 0.71776
H 0.75598 -1.76082 3.74016
H -0.80162 -1.32522 3.04657
H 0.44438 -0.08369 3.27266
H 1.18939 -3.52698 1.90494
H 0.83864 -3.11138 0.22544
H -0.46697 -3.17076 1.41855
*
```